91
Properties=species:S:1:pos:R:3 method="wB97M-V/def2-TZVPD" spin_multiplicity=2 total_charge=+2 e_homo_ha="-0.50838 / -0.50773" de_lowest_ev=2.386 max_force_ha_per_bohr=0.015 homo_lumo_gap_ev="7.70 / 7.94" lumo_energy_ev="-6.14 / -5.87"
Tc -1.62 -0.67 0.89
N 0.03 -0.68 0.48
P 1.28 -0.46 -0.58
N 1.43 1.14 -0.96
C 0.70 2.53 -2.78
C 2.10 3.11 -2.70
C 2.37 3.94 -1.45
C 2.75 3.10 -0.23
C 1.69 2.09 0.15
N 2.61 -0.95 0.19
C 3.76 -1.38 -0.66
C 5.02 -1.54 0.19
C 5.27 -0.30 1.03
C 4.07 0.02 1.95
C 2.87 -0.87 1.64
N 1.04 -1.31 -1.94
C 0.09 -2.45 -1.89
C 0.01 -3.10 -3.26
C -0.54 -2.12 -4.29
C 0.14 -0.73 -4.16
C 1.38 -0.80 -3.29
H -0.04 3.33 -2.67
H 0.53 2.05 -3.74
H 2.21 3.72 -3.59
H 2.84 2.31 -2.78
H 1.49 4.55 -1.21
H 3.18 4.65 -1.66
H 2.93 3.75 0.63
H 3.69 2.57 -0.44
H 0.73 2.57 0.37
H 1.99 1.53 1.03
H 3.95 -0.62 -1.43
H 3.51 -2.32 -1.17
H 5.85 -1.73 -0.48
H 4.93 -2.43 0.82
H 5.46 0.54 0.36
H 6.17 -0.43 1.62
H 3.79 1.07 1.84
H 4.33 -0.12 3.00
H 1.97 -0.51 2.13
H 3.06 -1.88 2.01
H -0.91 -2.09 -1.60
H 0.42 -3.16 -1.13
H -0.64 -3.98 -3.19
H 0.99 -3.47 -3.55
H -1.61 -2.01 -4.16
H -0.39 -2.52 -5.29
H -0.56 0.00 -3.73
H 0.43 -0.36 -5.15
H 1.86 0.17 -3.19
H 2.11 -1.47 -3.73
O -1.31 1.12 2.84
C -1.73 1.83 1.93
N -2.00 1.27 0.72
S -2.63 2.29 -0.48
O 0.34 1.57 -1.74
O -4.02 1.88 -0.74
C -2.59 3.64 0.70
C -3.01 4.93 0.44
C -2.88 5.86 1.48
C -2.35 5.50 2.71
C -1.92 4.20 2.95
C -2.05 3.28 1.92
H -3.43 5.21 -0.51
H -3.22 6.87 1.32
H -2.27 6.24 3.49
H -1.51 3.90 3.90
C 0.40 -4.13 2.63
As -1.22 -3.19 2.99
C -0.90 -1.77 4.21
C -2.50 -4.39 3.71
O -1.81 -2.61 1.50
H 0.80 -4.54 3.56
H 1.11 -3.44 2.19
H 0.18 -4.94 1.94
H -0.46 -2.17 5.12
H -1.85 -1.28 4.44
H -0.23 -1.04 3.76
H -2.14 -4.80 4.65
H -2.67 -5.20 3.00
H -3.43 -3.85 3.89
C -4.28 -2.07 -1.61
C -4.50 -1.30 -0.35
C -5.86 -0.94 0.10
O -3.53 -0.93 0.31
H -5.21 -2.43 -2.05
H -3.60 -2.90 -1.40
H -3.78 -1.40 -2.32
H -6.43 -1.85 0.30
H -6.37 -0.43 -0.72
H -5.83 -0.30 0.98